(1)
Computed, not measured: a 13-piece molecular cluster, H26O13 overall, with ωB97M-V/def2-TZVPD.

Geometry (Å):
O: -1.10144 -1.39130 2.61487
H: -0.61326 -1.87080 3.28678
H: -0.67079 -0.56063 2.48754
O: -2.08284 -0.22535 -1.76425
H: -2.01789 -0.43176 -2.70580
H: -2.84582 0.28686 -1.63109
O: 0.14001 -0.27708 -0.30100
H: 0.67807 0.23490 -0.91222
H: -0.69021 -0.32588 -0.75730
O: -0.77650 -3.48614 0.53821
H: -0.35004 -2.77875 0.06557
H: -1.38437 -3.09623 1.14810
O: 0.61903 3.68961 -1.45507
H: 1.29888 3.52835 -0.81547
H: -0.00389 3.05667 -1.12843
O: 2.51994 2.75062 0.00651
H: 2.41254 3.20526 0.83563
H: 2.63841 1.82317 0.30151
O: -2.86415 -0.28128 0.94950
H: -2.20981 -0.87049 1.35702
H: -3.71689 -0.74007 0.77830
O: 0.08023 1.08487 2.09072
H: 0.96281 1.27744 2.43129
H: 0.30112 0.59606 1.26024
O: 1.82287 0.93980 -2.41149
H: 2.52434 1.56102 -2.19669
H: 2.29309 0.09711 -2.36276
O: 2.01428 -2.10691 0.97377
H: 1.74171 -2.87744 0.39582
H: 2.00258 -1.28391 0.46017
O: -3.20653 -2.87495 -1.27762
H: -2.67633 -2.05573 -1.25960
H: -3.86137 -2.57542 -1.96271
O: -1.34919 2.38910 -0.11211
H: -1.71337 1.53700 -0.16815
H: -0.88781 2.31238 0.73837
O: 3.37597 0.13153 0.15828
H: 3.96626 -0.02943 -0.55540
H: 3.63034 -0.36220 0.89899

Atomic forces in eV per Å
-0.755 -1.297 0.275
0.107 -0.051 -0.090
0.798 1.248 0.220
1.456 -1.381 -0.893
-0.002 0.284 0.074
-1.637 1.129 0.323
1.284 -0.243 0.720
0.377 0.476 -0.374
-1.221 -0.028 -0.363
0.465 -1.316 -0.613
0.006 0.673 0.040
-0.351 0.616 0.531
-0.021 0.952 -0.929
0.923 0.139 0.033
-1.400 -0.543 -0.069
0.675 -1.073 0.773
0.035 0.675 0.482
0.121 0.327 -0.593
-0.891 0.343 -0.743
-0.742 -0.339 0.117
1.256 0.085 0.470
0.811 -0.201 -0.424
-0.229 0.128 0.360
-0.526 0.099 -0.079
0.313 -0.700 0.173
-0.256 0.686 0.044
-0.221 -0.109 -0.266
0.041 -1.209 -0.523
0.394 1.618 0.991
-0.471 -0.763 -0.266
-0.910 1.265 -1.313
0.147 -0.462 0.441
0.561 -0.887 0.922
0.731 1.466 0.604
-1.062 -1.883 -0.234
-0.077 0.329 -0.001
-1.578 1.649 -0.762
0.937 -0.313 -0.632
0.913 -1.389 1.578

Calculated values
relative energy (zero: lowest compared OMol25 entry of this formula, charge and spin)	48.49	kcal/mol
gap between HOMO and LUMO	9.43	eV
total charge	0

Atom charges from the Löwdin analysis, given in e for atoms 1 to 8:
1 O -0.04
2 H 0.08
3 H -0.02
4 O -0.02
5 H 0.10
6 H 0.05
7 O -0.05
8 H 0.02

***

(2)
Computed, not measured: a 13-piece molecular cluster, H26O13 overall, with ωB97M-V/def2-TZVPD.

Geometry (Å):
O: -0.91033 1.56145 2.46246
H: -0.22205 2.15170 2.79102
H: -0.58400 0.94010 1.78866
O: 1.02336 -4.17362 -0.61724
H: 1.13643 -3.23509 -0.24926
H: 1.32660 -4.18616 -1.52310
O: -0.18348 -1.87618 2.83280
H: -0.80866 -2.04509 2.11663
H: 0.18957 -2.72192 2.96965
O: 2.37695 1.98829 1.22995
H: 1.90353 1.39885 1.82387
H: 3.23842 1.65819 1.37023
O: 1.47872 -1.70409 0.20532
H: 2.05413 -1.71219 0.97031
H: 1.98973 -1.22203 -0.43208
O: 0.26831 -0.00055 -2.65389
H: 0.59914 0.73931 -2.13300
H: -0.37475 0.41537 -3.25197
O: -1.12716 -2.22394 -1.80049
H: -2.06770 -2.11468 -2.04308
H: -0.63882 -1.55827 -2.29658
O: -0.24420 0.36184 0.18473
H: 0.17934 -0.50103 0.10059
H: 0.31932 1.01725 -0.21483
O: 0.39715 4.39977 -1.70904
H: 0.70147 3.57965 -1.35852
H: -0.07823 4.87956 -1.06986
O: -1.67622 -3.33805 0.86761
H: -1.58464 -2.68612 0.16696
H: -2.24495 -4.04514 0.57575
O: -1.19963 3.59302 0.68804
H: -1.42125 4.32271 1.25424
H: -1.21181 2.76330 1.15354
O: -2.62738 -0.83961 0.37002
H: -1.94051 -0.24566 0.02215
H: -3.19808 -1.16453 -0.37093
O: 1.36690 1.92985 -1.32154
H: 2.05340 1.70004 -0.72774
H: 1.74137 2.19372 -2.17137

Atomic forces in eV per Å
-0.420 0.327 0.544
0.095 -0.429 -0.194
0.334 0.025 0.131
0.216 0.936 1.077
-0.331 -2.065 -1.200
0.050 0.251 -0.202
-0.157 1.524 -0.308
-0.378 -0.097 0.060
0.562 -1.477 0.345
-1.119 -0.096 -0.171
-0.776 0.034 0.111
2.050 -0.153 0.108
0.087 0.356 0.371
-0.119 -0.183 0.702
0.442 0.206 -0.980
-0.509 -0.178 -1.241
-0.070 -0.069 0.290
0.260 -0.275 0.156
-1.021 -0.429 -0.133
0.870 -0.057 0.007
0.110 0.368 0.045
-0.597 -0.044 0.554
0.128 -0.211 0.117
-0.039 0.311 -0.282
0.859 0.533 -2.468
-0.215 -0.466 1.071
-0.883 0.357 1.403
0.377 -0.128 0.823
-0.177 -0.138 -0.375
-0.037 -0.143 -0.297
0.407 0.861 -1.765
-0.241 -0.032 0.636
-0.365 -0.488 1.074
-1.010 -0.233 -0.745
-0.380 -0.107 -0.244
0.929 0.774 1.033
-0.716 0.492 -1.437
1.496 0.053 1.287
0.291 0.092 0.097

Calculated values
relative energy (zero: lowest compared OMol25 entry of this formula, charge and spin)	61.56	kcal/mol
gap between HOMO and LUMO	9.40	eV
total charge	0

Atom charges from the Löwdin analysis, given in e for atoms 1 to 8:
1 O -0.06
2 H 0.05
3 H 0.00
4 O -0.11
5 H -0.01
6 H 0.01
7 O -0.04
8 H 0.00

***

(3)
Computed, not measured: a 13-piece molecular cluster, H26O13 overall, with ωB97M-V/def2-TZVPD.

Geometry (Å):
O: 0.12106 0.15774 0.13786
H: -0.03740 1.08546 0.24416
H: -0.19547 -0.21642 -0.68600
O: 1.65711 -3.12992 0.14321
H: 1.48491 -3.89830 -0.36952
H: 0.71866 -2.81195 0.19939
O: 1.94007 -1.09809 -1.85001
H: 2.34520 -1.66744 -1.21783
H: 1.50834 -1.75342 -2.42818
O: -0.83694 2.60334 0.61118
H: -1.06614 2.60689 -0.28402
H: -1.70143 2.77650 1.00239
O: 0.14787 -3.27988 -2.48247
H: 0.57333 -4.03847 -2.12743
H: -0.32729 -3.00755 -1.70213
O: 0.52873 -1.45599 2.16198
H: -0.16109 -1.51535 2.82119
H: 0.21527 -1.03737 1.34643
O: -1.32053 -0.40947 -2.25687
H: -2.07034 -0.92291 -2.51606
H: -1.01406 -0.03863 -3.08384
O: -0.95107 -2.79307 0.11128
H: -1.35168 -3.64684 0.28114
H: -1.46029 -2.14713 0.64596
O: 0.47845 3.72076 2.98372
H: 0.69027 2.97357 2.39291
H: 1.13628 4.35768 2.78581
O: 1.29196 0.78556 3.34330
H: 2.14453 0.96662 2.90285
H: 0.97120 -0.03359 2.92765
O: -3.24929 0.44848 -0.26743
H: -2.69076 0.56756 -1.06972
H: -3.22959 1.27927 0.20181
O: 2.15438 2.06728 1.05761
H: 1.72502 2.66661 0.44104
H: 1.83893 1.22660 0.77879
O: -0.38409 2.63611 -2.21072
H: -0.37899 3.59509 -2.40790
H: -1.24513 2.38065 -2.56155

Atomic forces in eV per Å
0.631 -1.691 0.496
-0.815 0.720 0.017
0.121 0.497 -0.521
-0.680 0.789 0.408
0.524 -1.322 -0.612
1.263 0.118 0.561
-0.587 0.404 -1.506
0.490 -0.608 1.190
0.059 0.392 0.202
-0.401 0.385 1.881
0.039 0.146 -2.800
0.396 0.076 0.823
-0.441 0.336 -0.763
0.885 -1.265 -0.177
-0.636 0.884 0.395
0.404 -0.892 0.466
-0.436 -0.012 -0.060
-0.198 0.674 0.051
0.182 0.662 0.169
-0.804 -0.847 -0.130
0.549 0.116 -0.262
-1.228 0.640 0.124
-0.158 -0.243 0.197
0.399 -0.423 -0.500
-0.972 -0.967 -0.093
0.011 0.111 0.590
0.976 0.955 -0.204
0.525 0.283 0.060
-0.707 -0.035 0.449
0.462 0.121 0.031
0.273 -0.271 -0.988
-0.315 -0.129 0.934
0.018 0.224 0.159
0.539 1.407 0.017
0.132 0.200 -0.076
-0.336 -1.465 -0.419
-0.507 0.875 -0.202
0.323 -0.600 0.189
0.021 -0.246 -0.097

Calculated values
relative energy (zero: lowest compared OMol25 entry of this formula, charge and spin)	61.92	kcal/mol
gap between HOMO and LUMO	9.09	eV
total charge	0

Atom charges from the Löwdin analysis, given in e for atoms 1 to 8:
1 O -0.05
2 H -0.01
3 H 0.01
4 O -0.06
5 H 0.00
6 H -0.01
7 O -0.06
8 H -0.01

***

(4)
Computed, not measured: a 12-piece molecular cluster, H26O13 overall, with ωB97M-V/def2-TZVPD.

Geometry (Å):
H: -0.14139 0.41701 -0.35115
H: 0.57449 0.21696 1.04115
H: 4.50842 -0.98755 0.18992
H: 4.91813 -2.26904 -0.49355
H: -0.78246 4.94408 2.82311
H: -1.05482 3.75758 2.09913
H: 0.86441 -2.78567 -0.88556
H: 0.47296 -1.81509 0.27184
H: -3.62027 3.30304 -2.20375
H: -3.46336 2.33242 -0.87838
H: 3.01893 0.30405 -1.68549
H: 1.57226 0.36920 -0.89911
H: -1.62556 -2.45456 1.46679
H: -1.93898 -1.82356 2.84183
H: 1.31234 2.45941 1.53971
H: 0.16337 2.90980 0.69604
H: -3.36902 -2.57757 -1.65239
H: -2.95837 -3.76771 -0.58234
H: 2.20440 1.93568 -2.36145
H: 1.51879 2.83336 -1.33351
H: -3.64004 0.16255 -0.97660
H: -4.36692 -0.25891 0.45692
H: 1.79756 -1.30196 3.75153
H: 2.28011 -2.12248 2.63996
H: -0.28491 -2.69031 -2.36997
H: -0.82861 -1.33905 -2.81488
O: 0.45510 0.77942 0.22321
O: 5.18279 -1.35299 -0.30204
O: -0.35723 4.36918 2.18954
O: 0.11289 -2.51080 -0.33117
O: -3.29308 3.25505 -1.30863
O: 2.06841 0.32692 -1.79052
O: -1.71764 -2.65762 2.44713
O: 0.86925 2.26335 0.65774
O: -3.06240 -2.77611 -0.74793
O: 2.39567 2.30877 -1.49398
O: -3.63926 -0.44726 -0.15224
O: 1.49917 -1.75616 2.93858
O: -0.15510 -1.77070 -2.37091

Atomic forces in eV per Å
-3.257 -3.396 -2.569
-0.716 0.380 -1.460
-2.353 1.245 1.643
0.107 0.591 0.097
0.287 0.816 0.381
-1.213 -1.589 -0.534
-0.274 0.533 0.661
-0.284 -0.946 -0.822
-0.287 -0.520 -0.247
0.266 2.622 -1.679
-0.081 -0.030 0.530
1.682 0.140 -1.712
-0.179 -0.416 1.626
-0.162 0.595 0.243
-0.075 0.724 -1.220
-0.256 0.766 -0.062
0.208 -0.762 0.722
-0.335 2.062 -0.999
0.236 0.135 0.296
2.739 -1.123 -0.009
-0.550 -1.443 2.468
0.007 0.354 -0.644
-0.507 -0.243 -0.493
2.517 -1.477 -1.267
-0.963 -1.446 -0.181
-2.035 0.894 -1.637
-1.404 -13.016 -0.830
2.211 -1.798 -1.764
0.677 0.930 0.395
1.211 -0.615 2.807
0.049 -2.095 2.013
-1.566 -5.483 0.014
0.259 -0.228 -2.025
5.049 14.402 6.840
0.234 -2.086 0.258
-1.919 6.353 0.121
0.373 1.852 -1.786
-1.979 1.850 1.665
2.279 1.468 -0.841

Calculated values
relative energy (zero: lowest compared OMol25 entry of this formula, charge and spin)	288.05	kcal/mol
gap between HOMO and LUMO	6.87	eV
total charge	0

Atom charges from the Löwdin analysis, given in e for atoms 1 to 8:
1 H 0.03
2 H 0.13
3 H -0.03
4 H 0.05
5 H 0.05
6 H 0.01
7 H 0.05
8 H 0.03

***

(5)
Computed, not measured: a 13-piece molecular cluster, H26O13 overall, with ωB97M-V/def2-TZVPD.

Geometry (Å):
O: -3.14878 1.09038 0.63931
H: -3.68060 1.35703 1.41207
H: -2.69688 0.26275 0.80663
O: -1.44965 1.89071 -1.29943
H: -0.68125 1.30394 -1.30279
H: -2.08663 1.55748 -0.68605
O: 2.31324 2.21514 -1.78753
H: 1.73290 2.46410 -2.51050
H: 1.99495 1.41907 -1.43524
O: 1.01388 -2.78035 -0.05668
H: 0.88063 -1.86653 -0.28052
H: 1.86792 -2.76637 0.36262
O: 0.72354 1.51165 1.19299
H: 0.33999 1.66368 2.08591
H: 0.75831 2.40595 0.86836
O: -1.87332 -1.08199 1.60842
H: -1.19868 -1.70590 1.95669
H: -2.56687 -1.07934 2.24294
O: -1.04181 -4.32267 -1.38261
H: -1.02499 -3.34360 -1.49173
H: -0.82124 -4.84698 -2.14479
O: -2.10291 -1.61570 -1.30380
H: -1.94233 -1.69742 -2.24459
H: -2.73549 -2.35010 -1.12028
O: 1.83563 -0.95487 -3.12930
H: 1.07187 -0.42515 -3.01987
H: 2.38187 -0.67728 -2.39720
O: -1.44719 3.16571 1.31069
H: -1.55462 2.48583 0.67837
H: -0.81965 3.78168 0.93819
O: 3.43285 1.98833 1.48078
H: 2.53603 1.83941 1.27404
H: 3.36327 2.34852 2.31811
O: 0.22521 -0.26514 -0.66905
H: -0.60580 -0.63591 -0.69494
H: 0.30665 0.33548 0.04943
O: 1.95745 -0.67913 2.78198
H: 2.43892 -1.48649 3.00797
H: 2.30360 -0.50592 1.94140

Atomic forces in eV per Å
-0.932 0.641 0.091
0.600 -0.269 -0.548
0.102 -0.455 0.377
1.190 0.915 -1.151
-0.403 -0.052 0.009
-0.979 -0.649 0.414
0.809 1.871 -0.497
-0.113 -0.112 -0.050
-0.825 -1.766 0.614
-0.013 -0.859 0.341
-0.240 0.965 -0.378
0.519 -0.310 0.246
0.014 -0.019 1.339
0.096 -0.538 -0.704
-0.124 0.585 -0.663
1.465 -0.739 -0.264
-0.460 0.578 -0.498
-0.851 -0.178 1.013
-0.833 0.666 1.020
0.597 -1.462 -0.350
0.249 0.487 -0.635
-0.700 -0.886 0.154
-0.084 0.216 -0.471
0.643 0.811 0.072
0.954 -0.753 -0.473
-1.329 0.737 0.110
0.401 -0.083 0.244
0.180 1.366 1.888
-0.266 -0.919 -1.188
-0.077 0.374 -0.309
1.813 -0.682 -2.022
-1.589 -0.587 -0.657
0.259 1.143 2.813
3.411 0.486 -1.744
-3.341 -1.453 0.140
-0.100 0.880 1.627
-0.508 -0.994 1.809
-0.247 0.114 0.371
0.712 0.931 -2.093

Calculated values
relative energy (zero: lowest compared OMol25 entry of this formula, charge and spin)	64.29	kcal/mol
gap between HOMO and LUMO	10.83	eV
total charge	0

Atom charges from the Löwdin analysis, given in e for atoms 1 to 8:
1 O -0.05
2 H 0.09
3 H -0.01
4 O -0.04
5 H 0.00
6 H -0.03
7 O -0.01
8 H 0.05

***

(6)
Computed, not measured: a 13-piece molecular cluster, H26O13 overall, with ωB97M-V/def2-TZVPD.

Geometry (Å):
O: 0.49718 3.37811 1.84299
H: 0.10411 3.12703 0.96308
H: -0.30604 3.80923 2.17102
O: 0.53604 -0.39887 3.00900
H: -0.26745 -0.61931 3.49206
H: 0.79080 0.52464 3.11272
O: 2.14941 3.65485 -0.22755
H: 2.66455 3.49315 0.56455
H: 1.27444 3.99892 -0.06538
O: 0.29736 0.28229 0.13185
H: -0.14147 -0.04526 0.91953
H: 1.25162 0.36347 0.23129
O: -2.29973 0.75821 2.73542
H: -2.49789 1.55219 2.22412
H: -1.81822 1.09377 3.49801
O: 0.39192 -2.47342 1.32491
H: 0.44595 -1.68581 1.89881
H: 1.02661 -3.09572 1.70643
O: 0.27448 -1.38099 -2.35240
H: -0.60995 -1.00971 -2.48408
H: 0.11699 -1.96013 -1.59136
O: -1.23062 -3.61701 -0.39416
H: -1.77331 -2.81140 -0.34962
H: -0.84323 -3.65321 0.50256
O: 1.82423 -3.99696 -0.50328
H: 1.20246 -3.76286 -1.20188
H: 1.69935 -3.30355 0.15207
O: 3.57144 -0.99853 -1.46175
H: 3.16773 -1.04462 -2.32739
H: 3.08162 -1.40831 -0.74235
O: -3.02407 2.69466 -0.96510
H: -2.15247 2.87282 -0.59481
H: -2.99784 2.99630 -1.88094
O: -2.66135 -0.64257 -2.51837
H: -2.97216 -1.55199 -2.66639
H: -2.72670 -0.37169 -3.44970
O: -0.14712 2.49774 -0.96257
H: -0.05032 1.52208 -0.71166
H: 0.74276 2.85672 -1.13241

Atomic forces in eV per Å
-1.720 -0.086 -0.794
0.787 -0.513 0.447
0.416 0.205 0.669
0.274 -0.344 -0.020
0.026 0.544 0.137
-0.368 0.009 0.148
1.075 -0.073 -1.485
-0.616 0.277 0.315
0.404 0.493 1.071
-0.088 -0.326 -0.434
0.346 0.148 0.292
-0.100 -0.317 0.376
0.187 0.104 0.031
-0.123 -0.158 -0.120
-0.128 0.098 0.059
0.495 -0.025 0.607
0.228 -0.238 -0.111
-0.298 0.067 0.329
-0.149 -0.334 0.122
0.038 0.168 -0.058
0.121 0.116 -0.078
-0.410 0.257 0.226
0.190 -0.395 -0.041
-0.174 0.118 -0.726
0.337 -0.054 -0.037
-0.069 -0.162 0.040
-0.065 0.054 -0.461
1.133 0.681 0.629
-0.800 -0.427 0.302
-0.409 -0.264 -0.913
-0.487 0.104 0.218
0.249 -0.051 -0.546
0.231 -0.077 0.271
-0.255 -0.758 -1.123
0.090 0.016 0.699
0.205 0.660 0.370
-0.170 0.061 0.065
-0.032 1.286 -0.256
-0.371 -0.865 -0.219

Calculated values
relative energy (zero: lowest compared OMol25 entry of this formula, charge and spin)	65.40	kcal/mol
gap between HOMO and LUMO	10.32	eV
total charge	0

Atom charges from the Löwdin analysis, given in e for atoms 1 to 8:
1 O -0.08
2 H 0.02
3 H 0.05
4 O -0.04
5 H 0.07
6 H 0.07
7 O -0.05
8 H 0.06

***

These records have max |F| values of 2.41, 2.67, 2.80, 16.72, 3.86, 1.90 eV Å⁻¹, in the order they appear.